# 1
Here is a 2-piece molecular cluster, C11H15NOS overall in a non-equilibrium geometry from the Open Molecules 2025 dataset. Energies are from ωB97M-V/def2-TZVPD.

Calculated values
Multiplicity: 1
Gap between HOMO and LUMO (spin up / spin down) (Ha): 0.2698 / 0.3152

```
29
Properties=species:S:1:pos:R:3:lowdin_charge:R:1
C -1.18034 1.63110 3.73041 -0.08
C -1.45003 0.27415 3.65737 -0.08
C -0.30296 2.22125 2.83371 -0.08
C -0.83754 -0.50317 2.68757 -0.07
C 0.31284 1.44858 1.86298 -0.09
C 0.04401 0.09595 1.81126 -0.32
C -0.60310 0.23631 -2.35499 -0.24
C 0.42991 0.75046 -1.77845 0.07
C -1.36652 -0.50134 -4.61736 -0.12
C 3.19535 -2.05697 1.07721 -0.20
C -1.18826 0.68794 -3.68234 -0.26
N 2.31353 -0.95927 1.24885 -0.28
O 0.19804 -2.15820 0.34925 -0.43
S 0.91438 -0.89807 0.54765 0.86
H -1.65796 2.23398 4.48905 0.10
H -2.13577 -0.18147 4.35627 0.11
H -0.10191 3.28031 2.89017 0.10
H -1.03379 -1.56111 2.60364 0.11
H 1.00034 1.88042 1.15327 0.10
H -1.13218 -0.59476 -1.90446 0.10
H 1.16095 1.50876 -1.93399 0.04
H -2.02458 -1.24451 -4.17082 0.07
H -1.80086 -0.17618 -5.56078 0.07
H -0.40715 -0.97309 -4.82177 0.08
H 3.66807 -2.25985 2.04375 0.08
H 3.99340 -1.80406 0.36777 0.08
H 2.68222 -2.96507 0.73543 0.07
H -2.15697 1.15425 -3.48508 0.11
H -0.53311 1.43368 -4.13557 0.10
```

***

# 2
Here is a 2-piece molecular cluster, C11H15NS overall in a non-equilibrium geometry from the Open Molecules 2025 dataset. Energies are from ωB97M-V/def2-TZVPD.

Calculated values
SMILES string: Cc1c[nH]c2ccccc12.CSC
Multiplicity: 1
Gap between HOMO and LUMO (Ha): 0.3170

```
28
Properties=species:S:1:pos:R:3:lowdin_charge:R:1
C 0.69267 2.74946 -1.01687 -0.07
C 0.26507 1.39613 -1.37015 -0.26
C -0.78248 0.97105 -2.18290 -0.06
N -0.74899 -0.37451 -2.38368 0.08
C 0.24774 -0.91387 -1.60669 -0.16
C 0.61355 -2.24177 -1.40375 -0.05
C 1.73232 -2.35104 -0.61334 -0.10
C 2.26967 -1.28395 0.19588 -0.09
C 1.89559 -0.05228 -0.05437 -0.13
C 1.03675 0.24718 -0.97967 -0.13
H 0.32523 3.55972 -1.68140 0.09
H 1.77902 2.78444 -0.89795 0.08
H 0.24281 3.05644 -0.02254 0.09
H -1.76525 1.51829 -2.51401 0.16
H -1.31300 -1.02147 -2.70697 0.09
H -0.02409 -2.97241 -1.83330 0.10
H 2.11520 -3.41445 -0.43522 0.12
H 3.17436 -1.59426 0.82610 0.13
H 2.18864 0.86129 0.37051 0.11
C -1.93261 -1.46606 1.91267 -0.51
S -1.32775 -0.45530 3.29349 0.72
C -1.21039 1.27774 2.75411 -0.43
H -1.21856 -1.90096 1.09593 0.02
H -2.35701 -2.56982 2.19192 0.08
H -2.61024 -0.87318 1.12645 0.07
H -1.76372 1.99707 3.32932 0.02
H -1.32322 1.54269 1.69825 0.04
H -0.20130 1.52383 2.90820 -0.01
```

***

# 3
Here is a 2-piece molecular cluster, C11H15NS overall in a non-equilibrium geometry from the Open Molecules 2025 dataset. Energies are from ωB97M-V/def2-TZVPD.

Calculated values
SMILES string: Cc1c[nH]c2ccccc12.CSC
Multiplicity: 1
Gap between HOMO and LUMO (Ha): 0.3079

```
28
Properties=species:S:1:pos:R:3:lowdin_charge:R:1
C 2.65919 -0.96036 -0.74707 -0.05
C 1.18641 -0.73465 -0.88522 -0.23
C 0.34576 -0.53375 0.16867 -0.07
N -0.96658 -0.56820 -0.25727 0.08
C -0.98132 -0.56509 -1.62881 -0.22
C -2.07231 -0.44371 -2.50668 -0.01
C -1.71840 -0.38743 -3.83494 -0.11
C -0.40613 -0.56792 -4.30781 -0.10
C 0.65275 -0.66804 -3.42477 -0.02
C 0.34577 -0.71715 -2.05441 -0.14
H 2.88903 -2.00136 -0.99476 0.08
H 2.92205 -0.80947 0.29397 0.07
H 3.26312 -0.43890 -1.49032 0.07
H 0.61065 -0.55537 1.21002 0.11
H -1.76985 -0.46404 0.33388 0.14
H -3.02654 -0.33595 -2.07502 0.09
H -2.47225 -0.38557 -4.61565 0.10
H -0.25367 -0.64554 -5.37651 0.09
H 1.68506 -0.77672 -3.73798 0.11
C 0.78391 2.15850 3.74181 -0.41
S -0.91639 1.91311 3.11303 0.71
C -1.44349 0.63273 4.28739 -0.44
H 0.80365 3.22949 3.94199 0.01
H 1.07651 1.55548 4.59231 0.04
H 1.52285 2.09357 2.94191 0.02
H -0.87095 -0.25869 4.06084 0.02
H -2.42726 0.32897 3.91548 0.02
H -1.42157 0.90606 5.33594 0.04
```